ORCA calculation (ωB97M-V/def2-TZVPD) on an isolated molecule of C10H10N4 in a non-equilibrium geometry.

CARTESIAN COORDINATES (ANGSTROEM)
C  0.572  -2.532  -0.264
C  3.337  1.754  0.106
C  3.731  0.478  -0.153
C  1.972  2.009  0.419
C  2.806  -0.602  -0.172
C  1.042  1.019  0.396
C  1.451  -0.401  0.153
C  -1.290  0.675  0.339
C  -3.170  -0.401  1.219
C  -2.897  -0.186  -1.263
N  0.698  -3.667  -0.528
N  -0.326  1.332  0.415
N  0.496  -1.276  0.073
N  -2.409  0.180  0.114
H  3.869  2.686  -0.133
H  4.729  0.137  -0.256
H  1.762  2.995  0.336
H  3.115  -1.588  -0.464
H  -4.245  -0.082  0.988
H  -3.126  -1.523  1.075
H  -2.883  -0.031  2.197
H  -4.035  0.058  -1.191
H  -2.400  0.348  -2.060
H  -2.796  -1.379  -1.345

Computed properties:
E = -16488.7697 eV
Kohn-Sham gap (spin up / spin down) = 7.1 / 7.1 eV